{
  "formula": "C3H4N2OS2",
  "method": "wB97M-V/def2-TZVPD",
  "elements": ["H", "N", "C", "N", "O", "C", "S", "C", "S", "H", "H", "H"],
  "xyz": [[-0.30, -2.15, 1.21], [0.53, -1.67, 0.97], [0.38, -0.87, -0.04], [-0.82, -0.77, -0.63], [-1.29, 0.46, -1.19], [-0.66, 1.36, -0.23], [1.05, 1.68, -0.38], [1.52, 0.04, -0.14], [3.11, -0.44, -0.06], [-1.35, -1.07, 0.20], [-1.27, 2.43, -0.56], [-0.90, 1.00, 0.87]],
  "lowdin_charge": [0.0360, 0.1561, -0.5762, 0.0096, -0.1208, -0.5389, 0.9549, -1.0473, 0.6762, 0.1486, 0.1664, 0.1354],
  "total_energy_ev": -29869.43810,
  "homo_energy_ev": -8.9,
  "homo_lumo_gap_ev": 7.94,
  "smiles": "[H]/N=C1\\NOCSC1=S",
  "de_lowest_kcal_mol": 108.51
}

=====

{
  "formula": "C3H4N2OS2",
  "method": "wB97M-V/def2-TZVPD",
  "elements": ["C", "C", "C", "N", "N", "O", "S", "S", "H", "H", "H", "H"],
  "xyz": [[-2.08, 0.08, -1.00], [-2.19, 0.80, 0.14], [0.03, -0.05, -0.40], [-0.90, -0.37, -1.35], [2.14, -0.86, 1.20], [2.49, 0.66, -0.76], [-0.64, 0.89, 0.82], [1.80, -0.56, -0.51], [-2.91, -0.01, -1.72], [-2.98, 1.23, 0.57], [2.50, -1.69, 1.56], [2.74, -0.13, 1.44]],
  "lowdin_charge": [-0.3060, -0.3680, -0.7340, -0.0089, -0.1565, -0.4958, 1.0414, 0.8652, 0.1227, 0.0190, 0.0136, 0.0074],
  "total_energy_ev": -29872.01199,
  "homo_energy_ev": -9.5,
  "homo_lumo_gap_ev": 9.76,
  "de_lowest_kcal_mol": 49.16
}

=====

{
  "formula": "C3H4N2OS2",
  "method": "wB97M-V/def2-TZVPD",
  "elements": ["O", "C", "C", "C", "N", "S", "N", "S", "H", "H", "H", "H"],
  "xyz": [[-0.62, 2.04, 0.64], [0.25, 1.44, 0.07], [0.43, -0.05, 0.21], [-0.69, -0.92, 0.67], [-1.92, -0.94, 0.33], [-2.55, 0.21, -0.76], [1.53, -0.67, 0.04], [2.94, 0.14, -0.48], [1.00, 1.94, -0.57], [-0.37, -1.75, 1.34], [-3.70, -0.48, -0.97], [3.68, -0.96, -0.51]],
  "lowdin_charge": [0.0461, -0.2610, -0.3820, -0.2356, -0.3434, 0.7542, -0.2925, 0.7723, 0.1023, 0.1229, -0.1371, -0.1463],
  "total_energy_ev": -29871.51839,
  "homo_energy_ev": -9.0,
  "homo_lumo_gap_ev": 8.18,
  "smiles": "O=CC(/C=N\\S)=N\\S",
  "de_lowest_kcal_mol": 60.54
}

=====

{
  "formula": "C3H4N2OS2",
  "method": "wB97M-V/def2-TZVPD",
  "elements": ["C", "C", "C", "N", "N", "O", "S", "S", "H", "H", "H", "H"],
  "xyz": [[-0.31, -2.17, 0.16], [0.37, -1.66, 1.24], [1.20, -0.82, -1.06], [0.11, -1.71, -1.12], [-0.05, 3.13, 0.73], [-1.12, 3.71, -1.50], [1.56, -0.65, 0.61], [-0.83, 2.70, -0.50], [-1.26, -2.71, 0.32], [0.27, -1.96, 2.25], [-0.27, -1.92, -1.98], [0.33, 4.05, 0.84]],
  "lowdin_charge": [-0.2118, -0.4446, -0.4003, -0.0839, -0.3038, -0.5169, 0.8853, 0.8152, 0.1137, 0.0594, 0.0826, 0.0051],
  "total_energy_ev": -29871.10187,
  "homo_energy_ev": -9.1,
  "homo_lumo_gap_ev": 8.69,
  "de_lowest_kcal_mol": 70.14
}

=====

{
  "formula": "C3H4N2OSi",
  "method": "wB97M-V/def2-TZVPD",
  "elements": ["N", "C", "C", "C", "N", "H", "H", "O", "Si", "H", "H"],
  "xyz": [[-0.13, 2.58, 0.14], [-0.14, 1.53, 0.66], [-0.41, 0.22, 1.21], [-1.62, -0.35, 1.25], [-2.55, -1.20, 1.08], [0.32, -0.41, 1.60], [-2.62, -1.69, 0.16], [1.06, -0.76, -0.30], [1.78, -0.23, -1.51], [2.89, 0.97, -1.48], [1.42, -0.65, -2.80]],
  "lowdin_charge": [0.1336, -0.2461, -0.1586, -0.1046, 0.1141, 0.0773, 0.0892, -0.4521, 0.6680, -0.0239, -0.0970],
  "total_energy_ev": -16077.48673,
  "homo_energy_ev": -9.0,
  "homo_lumo_gap_ev": 8.29,
  "smiles": "N#CC=C=N.O=[SiH2]",
  "de_lowest_kcal_mol": 42.72
}

=====

{
  "formula": "C3H4N2S",
  "method": "wB97M-V/def2-TZVPD",
  "elements": ["S", "N", "C", "C", "H", "H", "H", "C", "N", "H"],
  "xyz": [[3.42, -0.12, 0.69], [2.38, 0.51, -0.26], [1.29, 1.09, -0.60], [1.85, 0.26, -1.63], [0.62, 1.94, -0.71], [1.62, -0.70, -1.76], [2.27, 0.74, -2.63], [-1.94, 0.73, 0.46], [-1.58, 0.00, 1.27], [-2.45, 1.28, -0.24]],
  "lowdin_charge": [0.6028, -0.6963, -0.0854, -0.1391, 0.1166, 0.0413, 0.1403, -0.0869, 0.0771, 0.0294],
  "total_energy_ev": -16985.84887,
  "homo_energy_ev": [-8.1, -8.1],
  "homo_lumo_gap_ev": [8.13, 8.13],
  "smiles": "[S-][N+]1=CC1.C#N",
  "de_lowest_kcal_mol": 130.11
}

=====

{
  "formula": "C3H4N2S",
  "method": "wB97M-V/def2-TZVPD",
  "elements": ["C", "C", "C", "N", "N", "S", "H", "H", "H", "H"],
  "xyz": [[1.09, 0.98, 0.12], [1.73, -1.32, -0.27], [0.86, -0.32, -0.26], [1.33, 2.08, 0.37], [-2.11, 0.72, 0.26], [-1.47, -0.78, -0.01], [1.31, -2.29, -0.31], [2.65, -1.03, -0.56], [-2.70, 0.88, 1.09], [-2.71, 1.09, -0.42]],
  "lowdin_charge": [-0.3162, 0.0285, -0.2943, 0.1706, -0.4447, 0.7077, 0.0523, 0.0457, 0.0456, 0.0048],
  "total_energy_ev": -16987.66634,
  "homo_energy_ev": -9.3,
  "homo_lumo_gap_ev": 8.85,
  "de_lowest_kcal_mol": 88.20
}

=====

{
  "formula": "C3H4N2S2",
  "method": "wB97M-V/def2-TZVPD",
  "elements": ["C", "C", "C", "N", "N", "S", "S", "H", "H", "H", "H"],
  "xyz": [[-1.57, 0.57, 1.12], [-0.19, -1.86, 0.48], [0.42, 1.29, -0.10], [-2.68, 0.48, 1.49], [-0.37, 0.78, 0.98], [0.54, -1.99, -0.87], [-1.12, -2.41, 1.72], [0.83, 0.56, -0.87], [-0.23, 2.09, -0.56], [1.33, 1.58, 0.26], [-1.02, -3.63, 1.60]],
  "lowdin_charge": [-0.6001, -1.0760, -0.1430, 0.0892, -0.0084, 0.8320, 0.9012, 0.0249, 0.1174, 0.0341, -0.1715],
  "total_energy_ev": -27821.24250,
  "homo_energy_ev": [-7.9, -7.9],
  "homo_lumo_gap_ev": [5.83, 5.81],
  "de_lowest_kcal_mol": 127.91
}

=====

{
  "formula": "C3H4N2S2",
  "method": "wB97M-V/def2-TZVPD",
  "elements": ["C", "N", "S", "C", "N", "S", "C", "H", "H", "H", "H"],
  "xyz": [[0.54, -1.29, 0.76], [1.05, -0.36, 1.46], [0.94, 1.30, 1.12], [-0.03, 1.90, -0.24], [-0.36, 1.42, -1.38], [0.09, -0.20, -1.83], [-0.50, -1.09, -0.32], [0.76, -2.27, 1.16], [-0.23, 2.95, -0.09], [-1.31, -0.36, 0.03], [-0.95, -2.00, -0.66]],
  "lowdin_charge": [-0.3021, -0.3256, 0.8992, -0.5886, -0.3805, 0.8354, -0.4506, 0.1032, 0.0520, 0.1051, 0.0524],
  "total_energy_ev": -27824.49455,
  "homo_energy_ev": -8.7,
  "homo_lumo_gap_ev": 8.89,
  "smiles": "C1=NSC=NSC1",
  "de_lowest_kcal_mol": 52.91
}

=====

{
  "formula": "C3H4N2S2",
  "method": "wB97M-V/def2-TZVPD",
  "elements": ["N", "C", "S", "C", "C", "N", "S", "H", "H", "H", "H"],
  "xyz": [[-1.93, -2.63, 1.53], [-1.11, -2.38, 0.77], [0.37, -2.47, -0.06], [0.46, -0.77, 0.01], [-0.34, 0.27, -0.34], [0.39, 1.43, -0.52], [-2.03, 0.46, -0.55], [1.49, -0.40, 0.08], [1.23, 1.42, -1.04], [0.02, 2.28, -0.18], [-2.28, -0.83, -0.28]],
  "lowdin_charge": [0.1148, -0.6746, 0.9553, -0.5309, -0.8266, 0.0103, 0.8742, 0.0698, 0.0826, 0.0736, -0.1483],
  "total_energy_ev": -27824.36994,
  "homo_energy_ev": -8.2,
  "homo_lumo_gap_ev": 8.54,
  "smiles": "N#CS/C=C(/N)S",
  "de_lowest_kcal_mol": 55.79
}

=====

{
  "formula": "C3H4N2S3",
  "method": "wB97M-V/def2-TZVPD",
  "elements": ["C", "C", "C", "H", "H", "H", "H", "N", "N", "S", "S", "S"],
  "xyz": [[1.33, 0.86, 0.94], [-1.08, -0.30, -2.03], [-0.43, -0.75, 0.89], [0.94, 1.68, 1.55], [1.67, 0.24, 1.64], [2.20, 1.46, 0.39], [0.02, -1.00, 1.94], [0.33, 0.07, 0.08], [-1.33, -1.47, 0.56], [-0.18, 0.99, -1.29], [-1.66, -0.16, -3.60], [-1.81, -1.62, -1.09]],
  "lowdin_charge": [-0.1129, -1.4593, -0.4418, 0.0760, 0.0079, 0.1270, 0.1711, -0.4426, -0.2680, 0.9268, 0.5372, 0.8789],
  "total_energy_ev": -38658.94972,
  "homo_energy_ev": -8.7,
  "homo_lumo_gap_ev": 8.05,
  "de_lowest_kcal_mol": 52.44
}

=====

{
  "formula": "C3H4N2S3",
  "method": "wB97M-V/def2-TZVPD",
  "elements": ["C", "C", "C", "N", "N", "S", "S", "S", "H", "H", "H", "H"],
  "xyz": [[1.61, 0.67, 0.16], [1.77, -1.92, 0.23], [-1.95, 0.18, -0.51], [0.25, 0.74, 0.02], [-0.54, -0.18, -0.47], [1.13, -2.56, 1.52], [2.42, 1.51, 1.30], [2.39, -0.82, -0.76], [-2.39, 0.04, -1.57], [-2.09, 1.34, -0.38], [-2.31, -0.60, 0.25], [-0.29, 1.59, 0.22]],
  "lowdin_charge": [-1.0469, -1.1905, -0.1127, -0.1452, -0.0742, 0.6423, 0.6358, 0.8525, 0.0943, 0.1022, 0.1060, 0.1364],
  "total_energy_ev": -38656.77847,
  "homo_energy_ev": [-7.0, -8.9],
  "homo_lumo_gap_ev": [7.08, 7.61],
  "multiplicity": 3,
  "de_lowest_kcal_mol": 4.23
}